Molecular formula: C27H27F9O27
Method: DFT, ωB97M-V/def2-TZVPD

The geometry in XYZ format:
```
90
C27H27F9O27 ωB97M-V/def2-TZVPD
O -24.41 -2.86 3.09
C -23.22 -2.82 3.05
O -22.47 -2.49 4.04
C -21.09 -2.59 3.67
C -21.18 -3.34 2.38
F -20.92 -4.67 2.60
O -22.50 -3.19 1.93
H -20.66 -1.66 3.44
H -20.55 -3.11 4.48
H -20.58 -2.98 1.58
O -21.61 -2.23 7.66
C -22.73 -2.03 7.24
O -23.03 -0.93 6.54
C -24.48 -0.95 6.16
C -24.95 -2.28 6.76
F -25.32 -3.25 5.87
O -23.83 -2.81 7.47
H -24.94 -0.05 6.58
H -24.58 -0.87 5.06
H -25.76 -2.14 7.46
O -18.87 -1.41 2.35
C -18.11 -0.71 1.76
O -17.98 0.61 2.01
C -16.82 1.14 1.28
C -16.31 -0.12 0.51
F -15.03 -0.51 0.93
O -17.11 -1.16 0.94
H -17.11 2.07 0.77
H -16.03 1.36 2.05
H -16.24 -0.08 -0.57
O -20.64 3.57 7.21
C -20.62 2.76 6.34
O -20.34 1.45 6.58
C -20.20 0.80 5.34
C -20.74 1.73 4.34
F -22.07 1.45 4.04
O -20.78 2.99 5.00
H -19.13 0.73 5.13
H -20.70 -0.15 5.42
H -20.12 1.76 3.46
O -19.64 -5.20 7.07
C -20.68 -5.81 7.09
O -21.73 -5.41 6.36
C -22.91 -6.19 6.82
C -22.24 -7.36 7.48
F -22.20 -8.42 6.60
O -20.96 -6.94 7.81
H -23.51 -5.52 7.44
H -23.43 -6.42 5.93
H -22.64 -7.75 8.43
O -22.39 -5.16 9.43
C -21.65 -4.92 10.33
O -21.35 -5.64 11.43
C -20.46 -4.79 12.33
C -19.91 -3.70 11.38
F -18.73 -4.22 10.77
O -20.91 -3.77 10.39
H -21.07 -4.35 13.16
H -19.67 -5.36 12.72
H -19.75 -2.71 11.79
O -20.42 -0.39 12.81
C -20.73 0.06 11.77
O -21.43 -0.53 10.77
C -21.48 0.40 9.61
C -21.12 1.75 10.26
F -22.37 2.34 10.66
O -20.39 1.37 11.38
H -20.76 0.08 8.87
H -22.45 0.47 9.17
H -20.58 2.49 9.70
O -16.94 -1.38 4.72
C -17.27 -1.90 5.81
O -16.57 -2.77 6.51
C -17.39 -3.26 7.57
C -18.60 -2.27 7.55
F -18.35 -1.25 8.50
O -18.53 -1.72 6.30
H -17.76 -4.23 7.22
H -16.78 -3.31 8.49
H -19.54 -2.75 7.82
O -14.59 -2.83 1.47
C -15.19 -3.54 2.21
O -14.77 -4.08 3.36
C -15.69 -5.11 3.75
C -16.90 -4.81 2.92
F -17.65 -3.87 3.67
O -16.38 -4.14 1.83
H -15.37 -6.18 3.62
H -15.96 -4.95 4.80
H -17.62 -5.61 2.72
```

The value obtained for the gap between HOMO and LUMO is 11.41 eV. As for the SMILES: O=C1OC[C@@H](F)O1.O=C1OC[C@@H](F)O1.O=C1OC[C@@H](F)O1.O=C1OC[C@@H](F)O1.O=C1OC[C@@H](F)O1.O=C1OC[C@@H](F)O1.O=C1OC[C@@H](F)O1.O=C1OC[C@@H](F)O1.O=C1OC[C@@H](F)O1. As for the spin multiplicity: 1. The energy above the lowest of the compared OMol25 structures with the same formula, charge and spin comes out at 23.2 kcal/mol. The value obtained for the molar mass is 954.47 g/mol.


Molecular formula: C27H27FNOS
Method: DFT, ωB97M-V/def2-TZVPD

The geometry in XYZ format:
```
58
C27H27FNOS ωB97M-V/def2-TZVPD
C -2.07 -0.60 -0.07
O -1.96 -1.48 1.07
C -0.76 -1.50 1.74
C 0.32 -2.28 1.15
C 1.51 -1.64 0.75
C 2.59 -2.42 0.34
C 2.46 -3.81 0.25
C 1.22 -4.42 0.52
C 0.14 -3.66 0.94
C -0.74 -0.73 2.90
N 0.28 -0.61 3.82
C 1.53 -1.35 3.72
C 0.03 0.27 4.85
C 1.08 0.57 5.86
C -1.23 0.77 4.80
C -1.87 1.71 5.76
S -2.12 0.21 3.44
H -3.04 -0.83 -0.53
H -2.04 0.43 0.28
H -1.27 -0.79 -0.80
H 1.57 -0.55 0.85
H 3.54 -1.93 0.12
H 3.31 -4.41 -0.06
H 1.10 -5.50 0.41
H -0.84 -4.09 1.16
H 2.00 -1.36 4.71
H 1.36 -2.39 3.41
H 2.24 -0.87 3.03
H 0.68 1.33 6.54
H 1.36 -0.30 6.48
H 2.01 0.99 5.43
H -1.17 1.98 6.56
H -2.19 2.63 5.25
H -2.76 1.26 6.22
F 3.34 3.56 -4.06
C 2.14 3.55 -3.38
C 1.91 4.58 -2.46
C 0.69 4.56 -1.77
C -0.24 3.57 -2.01
C -0.01 2.52 -2.95
C -1.05 1.56 -3.13
C -1.18 0.49 -4.06
C -2.38 -0.28 -4.00
C -2.59 -1.37 -4.84
C -1.62 -1.72 -5.79
C -0.45 -0.97 -5.89
C -0.23 0.13 -5.07
C 1.25 2.52 -3.62
H 2.66 5.35 -2.29
H 0.48 5.34 -1.03
H -1.19 3.56 -1.48
H -1.92 1.72 -2.48
H -3.12 0.01 -3.26
H -3.52 -1.93 -4.75
H -1.79 -2.58 -6.44
H 0.32 -1.24 -6.63
H 0.67 0.71 -5.21
H 1.54 1.74 -4.31
```

The net charge is +1. The value obtained for the gap between HOMO and LUMO is 2.08 eV. As for the spin multiplicity: 1. The value obtained for the molar mass is 432.58 g/mol.


Molecular formula: C27H27FeN2O
Method: DFT, ωB97M-V/def2-TZVPD

The geometry in XYZ format:
```
58
C27H27FeN2O ωB97M-V/def2-TZVPD
C -4.67 -2.41 -0.06
C -3.23 -2.85 -0.04
C -2.24 -1.87 -0.04
C -0.89 -2.25 -0.01
C -0.58 -3.62 0.00
C -1.54 -4.62 0.00
C -2.88 -4.22 -0.01
N 0.81 -3.68 -0.03
C 1.30 -2.41 -0.05
C 2.76 -2.24 -0.08
N 0.30 -1.52 -0.04
H -5.36 -3.26 -0.10
H -4.90 -1.82 0.85
H -4.86 -1.75 -0.92
H -2.49 -0.81 -0.07
H -1.21 -5.66 0.01
H -3.68 -4.97 0.00
H 1.38 -4.51 -0.04
H 3.03 -1.19 -0.07
H 3.20 -2.74 0.79
H 3.16 -2.71 -0.99
C 0.56 1.18 6.35
O 1.71 1.02 5.49
C 1.56 1.09 4.14
C 2.73 0.89 3.36
C 2.64 0.86 1.99
C 1.39 1.05 1.32
C 1.29 0.91 -0.07
C 0.22 1.49 -0.85
C -0.12 2.92 -0.94
C -1.31 3.06 -1.73
C -1.73 1.73 -2.14
C -0.77 0.78 -1.65
Fe 0.11 2.14 -2.73
C 0.47 1.08 -4.36
C 1.69 1.29 -3.59
C 1.87 2.73 -3.43
C 0.78 3.40 -4.11
C -0.09 2.38 -4.68
C 0.25 1.34 2.13
C 0.32 1.34 3.51
H 0.95 1.03 7.35
H 0.13 2.19 6.26
H -0.22 0.42 6.14
H 3.67 0.75 3.88
H 3.54 0.71 1.38
H 2.12 0.49 -0.64
H 0.44 3.69 -0.41
H -1.85 3.98 -1.92
H -2.65 1.48 -2.67
H -0.81 -0.30 -1.72
H 0.10 0.12 -4.70
H 2.39 0.53 -3.28
H 2.74 3.21 -2.99
H 0.68 4.47 -4.25
H -0.95 2.57 -5.31
H -0.71 1.55 1.64
H -0.57 1.52 4.11
```

The net charge is -1. The value obtained for the gap between HOMO and LUMO (spin up / spin down) is 2.38 / 3.15 eV. As for the spin multiplicity: 5. The expectation value of S² is 6.108. The energy above the lowest of the compared OMol25 structures with the same formula, charge and spin comes out at 68.2 kcal/mol. The value obtained for the molar mass is 451.37 g/mol.


Molecular formula: C27H27N2O5P
Method: DFT, ωB97M-V/def2-TZVPD

The geometry in XYZ format:
```
62
C27H27N2O5P ωB97M-V/def2-TZVPD
C 3.79 1.26 -0.51
C 3.26 0.60 0.75
O 1.87 0.83 0.92
C 1.03 0.01 0.27
O 1.42 -0.88 -0.46
C -0.36 0.34 0.55
C -1.41 -0.37 0.06
C -1.29 -1.51 -0.87
P -1.61 -0.81 -2.57
O -3.03 -0.50 -2.75
C -0.95 -2.06 -3.71
C -1.73 -2.39 -4.81
C -1.29 -3.33 -5.72
C -0.05 -3.93 -5.54
C 0.73 -3.60 -4.44
C 0.29 -2.67 -3.53
C -0.54 0.67 -2.67
C -1.09 1.84 -2.17
C -0.34 3.00 -2.16
C 0.95 3.00 -2.66
C 1.48 1.84 -3.19
C 0.74 0.67 -3.19
N -2.70 0.00 0.36
C -3.04 1.21 0.97
O -4.19 1.55 1.07
N -1.99 1.95 1.37
C -0.61 1.49 1.50
C -0.31 1.08 2.93
C -1.03 0.06 3.53
C -0.77 -0.34 4.83
C 0.23 0.30 5.56
O 0.58 0.00 6.84
C -0.12 -1.03 7.50
C 0.96 1.33 4.96
C 0.69 1.71 3.66
H 3.57 2.32 -0.50
H 4.87 1.12 -0.57
H 3.32 0.81 -1.38
H 3.44 -0.48 0.72
H 3.73 1.02 1.65
H -2.09 -2.24 -0.71
H -0.32 -1.98 -0.80
H -2.69 -1.91 -4.92
H -1.90 -3.59 -6.57
H 0.30 -4.67 -6.25
H 1.69 -4.08 -4.30
H 0.90 -2.41 -2.67
H -2.11 1.83 -1.81
H -0.77 3.91 -1.75
H 1.53 3.91 -2.65
H 2.48 1.84 -3.61
H 1.16 -0.24 -3.60
H -3.46 -0.47 -0.12
H -2.23 2.79 1.89
H 0.04 2.33 1.23
H -1.81 -0.44 2.97
H -1.35 -1.13 5.26
H 0.00 -1.99 7.00
H -1.19 -0.79 7.59
H 0.31 -1.09 8.50
H 1.74 1.81 5.53
H 1.26 2.51 3.21
```

The value obtained for the gap between HOMO and LUMO is 8.87 eV. As for the SMILES: CCOC(=O)C1=C(CP(=O)(c2ccccc2)c2ccccc2)NC(=O)N[C@H]1c1ccc(OC)cc1. As for the spin multiplicity: 1. The value obtained for the molar mass is 490.50 g/mol.


Molecular formula: C27H27NO2
Method: DFT, ωB97M-V/def2-TZVPD

The geometry in XYZ format:
```
57
C27H27NO2 ωB97M-V/def2-TZVPD
C -3.29 4.51 6.16
C -1.81 4.51 5.78
O -1.66 4.74 4.32
C -0.34 5.01 4.06
O 0.53 4.70 4.84
C -0.09 5.63 2.70
C 1.31 6.10 2.46
N -1.12 6.59 2.47
C -1.06 7.78 2.00
C -2.20 8.71 2.04
C -2.13 10.00 1.48
C -3.24 10.84 1.54
C -4.41 10.43 2.17
C -4.47 9.17 2.77
C -3.38 8.30 2.71
C -0.12 4.28 1.87
C 0.92 3.23 2.19
C 0.80 2.40 3.25
C 1.74 1.34 3.57
C 1.57 0.62 4.77
C 2.50 -0.33 5.18
C 3.64 -0.60 4.41
C 3.83 0.11 3.21
C 2.91 1.09 2.80
C -0.12 4.73 0.39
C -1.23 5.41 -0.05
C -1.39 5.71 -1.41
C -0.38 5.39 -2.32
C 0.77 4.75 -1.87
C 0.94 4.49 -0.50
H -3.34 4.21 7.22
H -3.69 5.54 6.09
H -3.89 3.81 5.57
H -1.25 5.33 6.29
H -1.31 3.54 5.98
H 1.98 5.35 2.88
H 1.49 6.21 1.37
H 1.49 7.06 2.94
H -0.15 8.17 1.52
H -1.18 10.31 1.05
H -3.16 11.83 1.11
H -5.27 11.12 2.22
H -5.37 8.87 3.30
H -3.40 7.32 3.21
H -1.17 3.90 2.21
H 1.67 3.00 1.41
H -0.11 2.44 3.87
H 0.71 0.84 5.40
H 2.35 -0.90 6.10
H 4.35 -1.38 4.69
H 4.70 -0.09 2.57
H 3.10 1.67 1.90
H -2.03 5.71 0.65
H -2.23 6.31 -1.74
H -0.44 5.70 -3.39
H 1.61 4.57 -2.53
H 1.88 4.06 -0.14
```

The value obtained for the gap between HOMO and LUMO is 8.34 eV. As for the SMILES: CCOC(=O)[C@](C)(/N=C/c1ccccc1)[C@H](/C=C/c1ccccc1)c1ccccc1. As for the spin multiplicity: 1. The energy above the lowest of the compared OMol25 structures with the same formula, charge and spin comes out at 8.9 kcal/mol. The value obtained for the molar mass is 397.52 g/mol.


Molecular formula: C27H28AgNO2S5
Method: DFT, ωB97M-V/def2-TZVPD

The geometry in XYZ format:
```
64
C27H28AgNO2S5 ωB97M-V/def2-TZVPD
Ag 1.06 0.23 1.52
O -3.86 -3.95 4.04
C -2.95 -3.25 3.63
S -1.80 -3.74 2.40
C -0.84 -2.25 2.32
C -1.21 -1.27 3.18
S -0.54 0.32 3.41
S -2.58 -1.64 4.23
S 0.49 -2.28 1.19
N -2.02 1.75 -0.08
S -2.16 0.23 0.27
C -3.73 -0.06 1.13
C -4.27 1.00 1.84
C -5.41 0.79 2.60
C -6.00 -0.47 2.65
C -5.44 -1.53 1.95
C -4.30 -1.32 1.18
C -2.61 -0.70 -1.22
C -3.66 -0.29 -2.03
C -3.93 -0.99 -3.20
C -3.16 -2.09 -3.54
C -2.11 -2.50 -2.73
C -1.83 -1.80 -1.55
H -2.83 2.09 -0.60
H -3.76 1.95 1.81
H -5.84 1.61 3.17
H -6.88 -0.63 3.26
H -5.86 -2.52 2.02
H -3.84 -2.15 0.66
H -4.26 0.56 -1.75
H -4.75 -0.67 -3.83
H -3.37 -2.64 -4.46
H -1.51 -3.35 -3.00
H -1.01 -2.09 -0.90
C 4.61 -0.60 1.82
C 5.21 0.69 1.26
C 4.86 1.89 2.15
C 4.84 0.90 -0.20
C 5.84 0.81 -1.16
C 5.58 0.97 -2.51
C 4.27 1.23 -2.90
C 3.23 1.33 -1.98
C 1.83 1.61 -2.48
C 0.88 0.43 -2.23
C 1.23 2.90 -1.91
C 3.49 1.17 -0.58
O 2.55 1.29 0.29
H 4.90 -0.75 2.86
H 4.95 -1.46 1.24
H 3.52 -0.58 1.77
H 6.30 0.58 1.29
H 3.78 2.03 2.17
H 5.32 2.80 1.77
H 5.21 1.72 3.17
H 6.86 0.60 -0.83
H 6.37 0.89 -3.25
H 4.03 1.36 -3.95
H 1.91 1.74 -3.56
H 0.78 0.23 -1.17
H 1.26 -0.48 -2.71
H -0.11 0.65 -2.63
H 1.06 2.81 -0.84
H 0.27 3.12 -2.39
H 1.91 3.75 -2.09
```

The net charge is -2. The value obtained for the gap between HOMO and LUMO is 5.27 eV. As for the spin multiplicity: 1. The energy above the lowest of the compared OMol25 structures with the same formula, charge and spin comes out at 4.6 kcal/mol. The value obtained for the molar mass is 666.73 g/mol.


Molecular formula: C27H28CaN9O8S
Method: DFT, ωB97M-V/def2-TZVPD

The geometry in XYZ format:
```
74
C27H28CaN9O8S ωB97M-V/def2-TZVPD
Ca -0.14 0.40 -0.84
O -0.73 1.90 0.59
N -1.98 2.09 0.68
N -2.71 1.19 0.12
O -2.25 0.13 -0.54
C -4.15 1.37 0.21
C -4.94 0.60 -0.62
C -6.32 0.74 -0.57
C -6.91 1.63 0.32
C -6.10 2.38 1.16
C -4.72 2.26 1.12
H -4.46 -0.09 -1.30
H -6.95 0.14 -1.22
H -7.99 1.73 0.37
H -6.55 3.07 1.87
H -4.08 2.83 1.78
C 3.56 -1.46 -2.01
C 2.88 -0.40 -2.82
N 1.81 0.25 -2.46
C 1.49 1.11 -3.50
C 2.42 0.96 -4.50
N 3.28 0.01 -4.04
C 2.69 1.56 -5.84
O 1.83 2.42 -6.30
O 3.69 1.21 -6.44
C 0.24 1.96 -3.43
O -0.04 2.65 -4.45
O -0.42 1.90 -2.36
H 2.91 -1.75 -1.19
H 4.51 -1.09 -1.59
H 3.78 -2.33 -2.62
H 4.08 -0.29 -4.58
H 1.03 2.56 -5.63
N -3.51 1.56 4.57
C -2.68 0.67 3.88
C -1.30 0.87 3.83
C -0.50 0.03 3.09
C -1.05 -1.03 2.40
C -2.43 -1.26 2.46
C -3.24 -0.41 3.19
S -0.04 -2.19 1.54
O 1.23 -2.16 2.24
O -0.79 -3.42 1.55
N 0.15 -1.58 0.07
C -0.01 -2.32 -1.08
N -0.34 -1.59 -2.18
C -0.49 -2.22 -3.34
C -0.32 -3.59 -3.47
C 0.04 -4.25 -2.31
N 0.22 -3.66 -1.13
H -3.05 2.14 5.25
H -4.40 1.21 4.86
H -0.87 1.72 4.36
H 0.57 0.20 3.04
H -2.85 -2.11 1.92
H -4.31 -0.57 3.21
H -0.74 -1.61 -4.19
H -0.45 -4.09 -4.41
H 0.22 -5.33 -2.32
C 4.76 -1.01 1.68
C 3.99 0.24 2.12
C 4.91 1.47 2.08
C 3.41 0.04 3.53
C 2.87 0.50 1.18
N 2.05 0.82 0.43
H 5.54 -1.22 2.42
H 5.24 -0.85 0.71
H 4.10 -1.87 1.61
H 5.80 1.26 2.68
H 4.41 2.35 2.48
H 5.23 1.68 1.05
H 4.24 -0.02 4.25
H 2.83 -0.88 3.58
H 2.77 0.88 3.82
```

The net charge is -1. The value obtained for the gap between HOMO and LUMO is 7.72 eV. As for the spin multiplicity: 1. The energy above the lowest of the compared OMol25 structures with the same formula, charge and spin comes out at 22.2 kcal/mol. The value obtained for the molar mass is 678.72 g/mol.